Molecular formula: C20H28N4O4
Method: DFT, wB97M-V/def2-TZVPD

Computed properties:
total charge = 0
SMILES = CC(C)C(=O)N(C)CC(=O)N1C[C@H](CNC(=O)c2cnoc2C2CC2)[C@H]2C[C@H]21
Kohn-Sham gap = 9.45 eV
HOMO level = -0.3368 Ha
total energy = -35342.8157 eV
energy relative to the best compared isomer or geometry (same formula, charge and spin) = 99.38 kcal per mole

Geometry as XYZ:
```
56
Properties=species:S:1:pos:R:3:lowdin_charge:R:1
C -4.948 -4.167 2.740 -0.06
C -4.044 -2.941 3.014 -0.32
C -3.588 -2.932 4.490 -0.06
C -4.727 -1.599 2.629 -0.41
O -5.949 -1.512 2.767 0.04
N -3.983 -0.559 2.153 -0.08
C -4.649 0.666 1.683 -0.02
C -2.512 -0.595 2.007 -0.06
C -2.067 -1.057 0.603 -0.41
O -2.887 -1.567 -0.161 0.06
N -0.768 -0.909 0.261 -0.02
C -0.247 -1.300 -1.053 -0.07
C 0.927 -0.332 -1.274 -0.24
C 2.079 -0.966 -2.083 -0.12
N 3.098 0.012 -2.469 0.10
C 4.256 0.203 -1.831 -0.50
O 4.639 -0.455 -0.872 0.07
C 5.057 1.219 -2.403 -0.12
C 6.404 1.131 -2.746 -0.07
N 6.873 2.243 -3.262 0.09
O 5.802 3.137 -3.238 0.00
C 4.715 2.522 -2.702 -0.13
C 3.445 3.345 -2.571 -0.20
C 3.497 4.855 -2.498 -0.09
C 2.941 4.169 -3.735 -0.10
C 1.314 0.153 0.129 -0.17
C 0.359 1.178 0.716 -0.04
C 0.260 -0.288 1.099 -0.18
H -5.269 -4.197 1.697 0.08
H -4.429 -5.103 2.947 0.07
H -5.853 -4.147 3.352 0.08
H -3.176 -3.077 2.371 0.11
H -2.906 -2.109 4.705 0.07
H -4.439 -2.827 5.166 0.09
H -3.074 -3.857 4.752 0.08
H -5.734 0.650 1.810 0.09
H -4.271 1.534 2.222 0.08
H -4.451 0.812 0.621 0.09
H -2.124 0.408 2.181 0.12
H -2.043 -1.220 2.765 0.12
H 0.130 -2.317 -0.933 0.14
H -0.981 -1.252 -1.861 0.13
H 0.553 0.521 -1.844 0.14
H 2.518 -1.795 -1.520 0.13
H 1.683 -1.413 -2.997 0.13
H 2.952 0.535 -3.316 0.15
H 7.033 0.259 -2.625 0.14
H 2.687 2.864 -1.951 0.13
H 2.817 5.368 -1.816 0.10
H 4.469 5.352 -2.554 0.11
H 3.524 4.187 -4.659 0.11
H 1.868 4.203 -3.928 0.10
H 2.372 0.141 0.404 0.14
H 0.743 1.886 1.450 0.10
H -0.406 1.636 0.084 0.12
H 0.508 -0.695 2.083 0.16
```